A molecular structure, C51H139MnN12O13 at a distorted geometry. Source: OMol25; level of theory: the ωB97M-V functional and the def2-TZVPD basis.

The value obtained for the frontier orbital gap (spin up / spin down) is 8.27 / 8.11 eV. For the calculated total energy, the calculation gives -130947.7978 eV. As for the total charge: +1. The spin multiplicity is 6. The value obtained for the HOMO energy (spin up / spin down) is -10.306 / -10.324 eV.

XYZ file:
```
216
Properties=species:S:1:pos:R:3:lowdin_spin:R:1
Mn 1.7711 3.4110 0.8492 4.65
C 1.6964 -0.2554 -0.3480 0.00
C 0.4789 0.4990 0.1460 0.01
C 0.0570 -0.0333 1.4918 0.00
O 0.6160 1.8437 0.0006 0.09
H 1.8906 -0.0247 -1.3955 0.00
H 1.4833 -1.3126 -0.1897 0.00
H 2.6344 -0.0323 0.1604 0.00
H -0.3170 0.1778 -0.5260 0.00
H 0.7581 0.1957 2.2944 0.00
H -0.1491 -1.1019 1.4309 0.00
H -0.8940 0.4341 1.7472 0.00
C -1.6355 4.6626 3.2463 0.00
C -0.7799 4.1487 2.0888 0.00
C -0.6523 5.2376 0.9721 0.00
O 0.4132 4.9636 0.0013 0.05
C 0.4131 6.0350 -0.9322 0.01
N 0.4978 3.6815 2.5814 0.03
H -1.5279 4.1265 4.1892 0.00
H -2.6790 4.5506 2.9520 0.00
H -1.5668 5.7427 3.3753 0.00
H -1.2748 3.3073 1.6038 0.00
H -0.5240 6.2373 1.3872 0.00
H -1.6177 5.3679 0.4831 0.00
H 1.3269 5.8432 -1.4947 0.00
H 0.4969 7.0573 -0.5635 0.00
H -0.4475 5.9880 -1.5995 0.00
H 0.6500 4.4355 3.2361 0.01
H 0.3028 2.9877 3.2890 0.00
C 7.7670 -4.4889 -3.1944 0.00
C 6.2390 -4.8625 -2.9266 0.00
C 5.2449 -3.7166 -3.2230 0.00
O 5.4021 -2.5209 -2.4331 0.00
C 4.8169 -1.3731 -2.9641 0.00
N 5.8660 -6.0116 -3.7286 0.00
H 7.9347 -4.0515 -4.1786 0.00
H 8.5593 -5.2250 -3.0585 0.00
H 8.0863 -3.6855 -2.5306 0.00
H 6.1098 -5.0184 -1.8556 0.00
H 4.2447 -4.1047 -3.0306 0.00
H 5.3444 -3.5388 -4.2938 0.00
H 4.6419 -0.6360 -2.1804 0.00
H 3.9038 -1.6563 -3.4877 0.00
H 5.4042 -0.9505 -3.7794 0.00
H 6.6805 -6.6060 -3.7862 0.00
H 5.8269 -5.7058 -4.6904 0.00
C 4.3306 -2.0012 1.9457 0.00
C 4.3531 -3.5006 1.6617 0.00
C 5.0208 -4.3746 2.7391 0.00
O 6.4157 -4.0373 2.9578 0.00
C 7.2524 -4.1639 1.7948 0.00
N 2.9348 -3.8774 1.5405 0.00
H 3.7214 -1.7125 2.8022 0.00
H 3.9731 -1.5756 1.0081 0.00
H 5.3325 -1.6470 2.1882 0.00
H 4.7777 -3.7231 0.6828 0.00
H 5.0730 -5.4060 2.3904 0.00
H 4.5241 -4.1033 3.6706 0.00
H 8.3117 -4.1966 2.0496 0.00
H 7.0064 -3.4067 1.0503 0.00
H 7.0011 -5.0447 1.2038 0.00
H 2.8774 -4.7614 1.0553 0.00
H 2.4016 -3.2217 0.9875 0.00
C -2.3013 1.3437 -2.8476 0.00
C -1.6460 2.4716 -3.5715 0.00
C -2.6610 3.5001 -4.1958 0.00
O -3.5590 2.8186 -4.9546 0.00
C -4.4103 3.7486 -5.6775 0.00
N -0.6725 3.1155 -2.6952 0.00
H -1.6167 0.7339 -2.2581 0.00
H -2.8721 0.6850 -3.5022 0.00
H -2.9124 1.7204 -2.0274 0.00
H -1.0378 2.1543 -4.4185 0.00
H -2.2261 4.3056 -4.7875 0.00
H -3.1283 4.1336 -3.4419 0.00
H -4.7678 4.5983 -5.0958 0.00
H -5.3294 3.2450 -5.9770 0.00
H -3.9112 3.9425 -6.6269 0.00
H -1.1783 3.6911 -2.0372 0.00
H -0.1501 2.3854 -2.2323 0.00
C 3.6869 3.2596 -5.1539 0.00
C 2.3682 2.8314 -4.5177 0.00
C 2.5024 1.3420 -3.9669 0.00
O 3.0501 0.3987 -4.8382 0.00
C 2.1458 0.0302 -5.9011 0.00
N 1.9246 3.7790 -3.4937 0.00
H 4.5359 3.0152 -4.5154 0.00
H 3.7146 4.3455 -5.2447 0.00
H 3.7214 2.8199 -6.1506 0.00
H 1.6440 2.8230 -5.3324 0.00
H 1.5018 1.0246 -3.6736 0.00
H 3.1229 1.3289 -3.0708 0.00
H 1.9085 0.8078 -6.6271 0.00
H 1.1737 -0.2288 -5.4815 0.00
H 2.5178 -0.8768 -6.3777 0.00
H 2.0796 4.6926 -3.8956 0.00
H 0.9418 3.6920 -3.2779 0.00
C -0.6548 -3.9324 0.3516 0.00
C -1.5300 -5.1413 0.0862 0.00
C -1.6367 -5.6540 -1.3080 0.00
O -2.2782 -4.6295 -2.1182 0.00
C -2.3298 -5.1142 -3.4885 0.00
N -0.9487 -6.3129 0.7396 0.00
H -1.1998 -3.0012 0.1966 0.00
H 0.2322 -4.0967 -0.2603 0.00
H -0.3107 -3.8959 1.3853 0.00
H -2.5375 -5.0230 0.4849 0.00
H -2.2028 -6.5839 -1.3617 0.00
H -0.6505 -5.8972 -1.7034 0.00
H -2.9226 -6.0109 -3.6689 0.00
H -1.3395 -5.2406 -3.9260 0.00
H -2.7288 -4.2877 -4.0765 0.00
H -0.8344 -6.2679 1.7421 0.00
H -1.5749 -7.0970 0.6244 0.00
C -3.3135 -1.6671 -1.0092 0.00
C -4.3764 -2.6323 -0.4026 0.00
C -5.5708 -1.8368 0.0796 0.00
O -5.1938 -1.1854 1.3298 0.00
C -6.2518 -0.6328 2.1286 0.00
N -4.7023 -3.6081 -1.4363 0.00
H -3.7632 -0.9121 -1.6540 0.00
H -2.5202 -2.1240 -1.6009 0.00
H -2.9233 -1.0627 -0.1904 0.00
H -3.9118 -3.1486 0.4375 0.00
H -6.3626 -2.5782 0.1860 0.00
H -5.8645 -1.0579 -0.6242 0.00
H -6.8785 0.0437 1.5476 0.00
H -5.8050 -0.0652 2.9449 0.00
H -6.8337 -1.4247 2.6003 0.00
H -5.2296 -4.3595 -1.0151 0.00
H -3.8443 -3.9750 -1.8226 0.00
C -0.9066 -1.0157 -7.1385 0.00
C -1.8302 -1.6969 -6.1407 0.00
C -1.2178 -1.6352 -4.7055 0.00
O -0.1230 -2.4913 -4.4409 0.00
C 0.3352 -2.4829 -3.1106 0.00
N -3.1350 -1.1554 -6.3226 0.00
H -1.3123 -1.0184 -8.1502 0.00
H 0.1060 -1.4190 -7.1417 0.00
H -0.6548 -0.0012 -6.8295 0.00
H -1.8218 -2.7343 -6.4754 0.00
H -2.0648 -1.7498 -4.0291 0.00
H -0.8568 -0.6367 -4.4592 0.00
H 0.5849 -1.4828 -2.7562 0.00
H 1.2113 -3.1297 -3.0621 0.00
H -0.4597 -2.8664 -2.4709 0.00
H -3.1029 -0.1459 -6.3217 0.00
H -3.7723 -1.3514 -5.5639 0.00
C -3.7534 -3.1196 3.5515 0.00
C -3.3331 -1.8704 4.3922 0.00
C -2.2525 -2.0742 5.4640 0.00
O -2.5581 -3.2026 6.2399 0.00
C -1.7147 -3.3794 7.3525 0.00
N -2.9174 -0.8463 3.3897 0.00
H -4.2246 -2.9025 2.5930 0.00
H -4.4141 -3.8137 4.0710 0.00
H -2.8955 -3.7296 3.2686 0.00
H -4.1388 -1.3475 4.9076 0.00
H -2.1389 -1.1522 6.0341 0.00
H -1.2734 -2.1623 4.9932 0.00
H -2.0657 -4.3231 7.7700 0.00
H -1.7420 -2.5441 8.0523 0.00
H -0.7328 -3.5525 6.9120 0.00
H -3.6640 -0.5982 2.7564 0.00
H -2.3549 -1.4579 2.8157 0.00
C 5.4554 2.9950 -1.1029 0.00
C 4.1643 2.6658 -0.2901 0.01
C 4.4022 2.5120 1.2550 0.01
O 3.1837 2.4533 1.9772 0.06
C 3.3068 1.7657 3.2080 0.01
N 3.2705 3.7842 -0.5519 0.04
H 6.1884 2.1924 -1.0208 0.00
H 5.9004 3.9118 -0.7162 0.00
H 5.2590 3.1930 -2.1566 0.00
H 3.5973 1.7865 -0.5957 0.00
H 4.9440 3.3691 1.6550 0.00
H 5.0394 1.6480 1.4436 0.00
H 3.3010 0.6878 3.0462 0.00
H 2.4588 2.0366 3.8370 0.00
H 4.2061 2.0781 3.7388 0.00
H 3.8890 4.5742 -0.4365 0.01
H 3.0613 3.8618 -1.5369 0.00
C 0.8048 3.7680 6.6447 0.00
C 0.8281 2.2731 6.3558 0.00
C 0.0456 1.3550 7.3796 0.00
O 0.0414 0.0286 6.9349 0.00
C 1.1947 -0.7421 7.2637 0.00
N 0.2633 2.1801 5.0293 0.00
H -0.2008 4.1635 6.5012 0.00
H 1.4069 4.3792 5.9724 0.00
H 1.0990 4.1238 7.6321 0.00
H 1.8771 1.9953 6.2528 0.00
H -0.9372 1.8260 7.3979 0.00
H 0.3894 1.4664 8.4079 0.00
H 1.2538 -1.7293 6.8053 0.00
H 1.3319 -0.9333 8.3280 0.00
H 2.0674 -0.2413 6.8444 0.00
H 0.3442 1.2276 4.7033 0.00
H -0.7376 2.2214 5.1585 0.00
C -7.5799 5.0470 2.3711 0.00
C -6.2274 4.5045 2.7900 0.00
C -5.5365 3.7486 1.5821 0.00
O -4.3253 3.2291 2.0063 0.00
C -3.6935 2.5133 0.9874 0.00
N -5.5506 5.6814 3.1970 0.00
H -8.3546 4.2818 2.3217 0.00
H -7.5632 5.4691 1.3662 0.00
H -7.9053 5.7830 3.1062 0.00
H -6.4504 3.7930 3.5851 0.00
H -5.4267 4.4347 0.7423 0.00
H -6.1579 2.9452 1.1863 0.00
H -3.2299 3.1939 0.2733 0.00
H -4.3420 1.7837 0.5025 0.00
H -2.8763 1.9962 1.4903 0.00
H -5.8435 5.9284 4.1315 0.00
H -4.6106 5.3466 3.3537 0.00
```